{"formula": "C29H47BeBrF3GeN2O2SSbSe", "method": "ωB97M-V/def2-TZVPD", "total_energy_ev": -255744.59649, "e_homo_ev": -8.2202, "homo_lumo_gap_ha": 0.3035, "de_lowest_ev": 1.1868, "species": ["Be", "F", "C", "F", "F", "C", "C", "C", "C", "N", "C", "S", "H", "H", "H", "Br", "C", "C", "N", "C", "C", "C", "C", "O", "O", "H", "H", "H", "C", "Ge", "C", "C", "C", "Se", "C", "H", "H", "H", "H", "H", "H", "H", "H", "H", "H", "H", "H", "H", "H", "C", "C", "C", "C", "Sb", "C", "C", "C", "C", "C", "C", "C", "C", "H", "H", "H", "H", "H", "H", "H", "H", "H", "H", "H", "H", "H", "H", "H", "H", "H", "H", "H", "H", "H", "H", "H", "H", "H", "H", "H"], "positions_angstrom": [[1.41304, 1.15645, -1.22117], [6.11169, 2.85728, 1.84972], [5.41967, 2.79623, 0.69125], [6.40816, 2.59660, -0.24781], [4.84675, 3.99082, 0.47371], [4.50064, 1.58547, 0.67551], [4.65077, 0.57670, 1.63144], [3.76817, -0.53429, 1.60024], [2.68964, -0.44037, 0.80023], [2.48765, 0.56530, 0.01157], [3.44143, 1.47749, -0.23526], [2.99474, 2.48869, -1.55891], [5.49258, 0.56381, 2.25656], [4.00565, -1.38422, 2.20522], [1.90821, -1.20862, 0.76191], [-3.57705, -3.25916, -5.04729], [-1.78497, -3.00739, -4.49439], [-0.84188, -4.03538, -4.33546], [0.36472, -3.82140, -3.87316], [0.68892, -2.55744, -3.55748], [-0.15914, -1.49419, -3.64636], [-1.41412, -1.75385, -4.21739], [0.21167, -0.09563, -3.18534], [-0.38391, 0.86404, -3.66052], [1.05173, -0.04477, -2.22763], [-1.13594, -5.12663, -4.28763], [1.75577, -2.46592, -3.28995], [-2.08733, -0.90375, -4.42707], [-2.02781, -5.30403, 3.36525], [-0.39189, -4.93580, 2.39390], [0.55394, -6.63984, 2.11280], [0.69890, -3.57025, 3.26538], [-1.06844, -4.26173, 0.66486], [-0.02200, -2.85471, -0.25175], [1.62509, -3.90508, -0.48267], [-1.92905, -6.15187, 4.07706], [-2.82422, -5.66787, 2.70942], [-2.47422, -4.43315, 3.80770], [1.61627, -6.38269, 1.95370], [0.17812, -7.24130, 1.29082], [0.44397, -7.30765, 2.93326], [1.62687, -3.34976, 2.72536], [0.89373, -3.87234, 4.29079], [0.04934, -2.65603, 3.26729], [-1.97490, -3.65273, 0.84433], [-1.22953, -5.09182, -0.05995], [1.86962, -4.60032, 0.37094], [2.39242, -3.15658, -0.69794], [1.59317, -4.51829, -1.33186], [-1.19714, 3.83631, 2.50303], [-0.06327, 3.43009, 1.58489], [0.83327, 4.64097, 1.15547], [0.91991, 2.42960, 2.23741], [-0.66725, 2.29352, -0.23456], [-2.26519, 0.88772, 0.28381], [-3.58433, 1.56379, 0.43831], [-1.87190, 0.19586, 1.61196], [-2.35898, -0.08502, -0.87410], [-1.39727, 3.74687, -1.69421], [-2.21975, 3.07179, -2.75151], [-2.21569, 4.83692, -1.02907], [-0.15196, 4.28407, -2.37261], [-0.87042, 4.01824, 3.53742], [-2.02797, 3.12776, 2.51258], [-1.51519, 4.79520, 2.05575], [1.27328, 5.15463, 2.01234], [0.23574, 5.34533, 0.56917], [1.61059, 4.23953, 0.51264], [1.23614, 2.64234, 3.21879], [1.79243, 2.38243, 1.63211], [0.49501, 1.45369, 2.32789], [-3.63412, 2.23067, 1.28401], [-4.42222, 0.80039, 0.48386], [-3.84701, 2.17523, -0.40885], [-1.71411, 0.93751, 2.38667], [-0.96285, -0.40289, 1.58132], [-2.69385, -0.44381, 1.95761], [-2.19960, 0.46964, -1.77106], [-3.33477, -0.52495, -0.95278], [-1.62310, -0.90135, -0.93720], [-3.11261, 2.54579, -2.28461], [-1.61435, 2.32634, -3.29974], [-2.66210, 3.83071, -3.37295], [-3.13117, 4.50347, -0.56131], [-2.39783, 5.53495, -1.82541], [-1.60616, 5.36061, -0.26208], [0.46950, 3.57159, -2.98269], [0.53760, 4.90481, -1.77499], [-0.46795, 4.95760, -3.19055]], "mulliken_charge": [0.034, -0.298, 0.684, -0.276, -0.183, 0.142, -0.777, -1.199, 0.581, 0.366, 0.366, -0.428, 0.576, 0.538, 0.127, -0.195, 0.021, -0.171, -0.527, -0.259, 0.510, -0.578, 0.324, -0.802, 0.241, 0.340, 0.508, 0.514, -1.310, 0.544, -1.256, -0.866, -1.141, 0.116, -1.113, 0.371, 0.418, 0.383, 0.345, 0.406, 0.415, 0.138, 0.491, 0.196, 0.447, 0.456, 0.212, 0.348, 0.506, -1.484, 1.637, -1.496, -2.087, 0.105, 2.116, -1.701, -1.769, -1.458, 1.765, -1.622, -1.612, -1.573, 0.436, 0.215, 0.387, 0.415, 0.320, 0.226, 0.649, 0.172, 0.373, 0.316, 0.483, 0.395, 0.348, 0.189, 0.464, 0.298, 0.617, -0.676, 0.250, 0.292, 0.615, 0.242, 0.604, 0.257, 0.202, 0.296, 0.516]}